[1]
C5H8O in the gas phase. Source: the Open Molecules 2025 dataset; level of theory: ωB97M-V/def2-TZVPD.

Geometry (Å):
C1 -1.66669 0.32231 0.19379
C2 -0.50310 -0.51744 -0.30736
C3 0.79436 -0.05093 -1.00703
C4 1.24624 0.70246 0.24324
C5 0.71894 -0.70271 0.62820
O1 1.45917 -1.28569 -0.47546
H1 -1.34826 1.19397 0.77307
H2 -2.33450 0.66340 -0.60208
H3 -2.26021 -0.30716 0.87029
H4 -0.84526 -1.43790 -0.79212
H5 1.02787 0.12330 -2.05485
H6 0.66468 1.53735 0.63966
H7 2.32088 0.90370 0.26769
H8 0.72588 -1.14465 1.62296

The calculation puts the energy above the lowest of the compared OMol25 structures with the same formula, charge and spin at 303.8 kJ/mol. For the strongest force on any atom, the calculation gives 0.699 eV/A. The total energy comes out at -270.44219 hartree. The molecular weight is 84.1 g mol⁻¹.

Charges per atom according to natural (NBO) partitioning, unit e: -0.63 -0.23 0.07 -0.43 0.08 -0.53 0.21 0.22 0.22 0.21 0.20 0.20 0.22 0.19



[2]
C3H5N3 in the gas phase at a distorted geometry. Source: the Open Molecules 2025 dataset; level of theory: ωB97M-V/def2-TZVPD.

Geometry (Å):
C1 -1.61746 -0.52993 -0.14868
C2 -0.25571 0.01194 -0.30590
C3 0.56252 1.10798 -0.63460
N1 1.72299 0.98252 0.00403
N2 1.60823 -0.14768 0.67856
N3 0.51244 -0.80743 0.42034
H1 -0.89720 -1.43043 0.51566
H2 -2.11377 -0.09654 0.72121
H3 -2.31516 -0.40844 -1.01581
H4 0.38640 1.96862 -1.26324
H5 2.40672 -0.65061 1.02843

The calculation puts the energy above the lowest of the compared OMol25 structures with the same formula, charge and spin at 324.3 kJ/mol. For the strongest force on any atom, the calculation gives 4.444 eV/A. The total energy comes out at -281.46655 hartree. The molecular weight is 83.1 g mol⁻¹. As for the structure (SMILES): Cc1cn[nH]n1.

Charges per atom according to natural (NBO) partitioning, unit e: -0.72 0.10 -0.09 -0.23 -0.15 -0.30 0.32 0.22 0.23 0.22 0.40